[1]
Formula: C5H4N4O2
Source: OMol25
Level of theory: ωB97M-V/def2-TZVPD

Structure (XYZ):
```
15
Properties=species:S:1:pos:R:3:forces:R:3:nbo_charge:R:1
C -1.6904 -0.0261 0.4948 1.5 0.8 2.4 0.362
C 1.1547 1.6017 -0.7833 -0.3 0.9 1.3 -0.407
C 1.5282 0.2735 -0.5591 -0.1 -0.3 -0.8 -0.298
C 1.3997 -2.1606 0.3019 1.3 -1.3 1.9 0.687
C 1.0945 -0.6698 0.3807 -2.6 1.2 1.8 -0.193
N -2.0847 0.9692 1.3387 0.3 -0.9 -1.3 -0.508
N -2.4677 -0.3401 -0.4558 -1.0 -0.2 -0.9 -0.472
N -3.2642 1.2909 0.7546 0.1 0.5 1.2 -0.178
N -3.4939 0.5318 -0.2468 -1.3 -0.1 -1.5 -0.205
O 1.8666 -2.6445 -0.7454 -0.1 0.6 -1.1 -0.776
O 1.3339 -2.8312 1.3931 -0.6 1.3 -0.7 -0.790
H 1.6055 2.1746 -1.5657 0.6 -0.2 -0.8 0.150
H 0.5165 2.3802 -0.2122 0.7 -2.3 -0.3 0.194
H 2.1921 -0.2461 -1.2998 -0.5 0.9 0.4 0.216
H 0.3092 -0.3035 1.2042 2.2 -1.0 -1.6 0.218
```
Positions in Å, forces in eV/Å.

Results
energy relative to the best compared isomer or geometry (same formula, charge and spin)	415.12	kJ/mol
orbital gap (alpha / beta)	7.45 / 7.38	eV
charge	-2



[2]
Formula: C5H4N4S2
Source: OMol25
Level of theory: ωB97M-V/def2-TZVPD

Structure (XYZ):
```
15
Properties=species:S:1:pos:R:3:forces:R:3:nbo_charge:R:1
C -0.1600 0.9608 -1.9438 2.8 -1.2 -1.6 -0.120
C -1.4896 1.1285 -2.2931 1.2 -0.9 -0.4 -0.132
C 0.7357 -1.8918 1.5077 0.7 -3.0 -1.7 -0.033
C 1.8586 -1.1881 1.1525 2.4 -1.0 -0.3 -0.451
C -0.0567 0.0721 1.9297 1.4 1.2 0.5 -0.236
N -0.2715 -1.2042 1.9263 -2.2 -0.6 0.4 -0.384
N -0.0455 1.0507 -0.6174 0.4 0.4 -0.8 -0.319
N -2.1528 1.2960 -1.1386 -1.2 0.7 -0.3 -0.263
N -1.2224 1.3110 -0.2439 -0.9 -0.1 3.3 -0.007
S 1.6474 0.4452 1.4112 -0.8 -0.4 0.4 0.604
S -1.2261 1.2317 2.1557 0.1 0.3 -2.4 0.427
H 0.7760 0.6378 -2.5359 -1.9 0.8 0.8 0.210
H -1.8215 0.9416 -3.3123 -0.8 0.5 0.6 0.219
H 0.6676 -2.9871 1.2085 -0.1 1.4 1.0 0.218
H 2.7609 -1.8042 0.7933 -1.3 1.8 0.5 0.268
```
Positions in Å, forces in eV/Å.

Results
energy relative to the best compared isomer or geometry (same formula, charge and spin)	208.94	kJ/mol
orbital gap (alpha / beta)	6.93 / 6.93	eV



[3]
Formula: C5H4NO2
Source: OMol25
Level of theory: ωB97M-V/def2-TZVPD

Structure (XYZ):
```
12
Properties=species:S:1:pos:R:3:forces:R:3:nbo_charge:R:1
C 0.2811 -1.9250 -0.3955 -1.6 -1.3 0.9 -0.503
C -0.2963 -1.8300 0.9905 -1.6 -0.4 -1.1 0.551
C 1.6611 -1.5997 -0.3502 3.6 0.2 0.5 0.624
C -0.5449 -0.3477 0.8801 3.4 3.0 1.9 -0.521
C 0.0290 -0.4211 -0.5017 0.0 1.5 -2.3 -0.068
N 1.4680 -0.2535 -0.6972 2.0 2.2 0.7 -0.675
O -0.8149 -2.5739 1.7786 0.4 -1.0 1.1 -0.607
O 2.7661 -2.0564 -0.0040 -1.4 -0.1 -0.4 -0.703
H -1.5199 0.0537 0.9715 -1.2 0.1 0.3 0.209
H 0.2169 0.3965 1.5487 -2.1 -2.1 -1.4 0.179
H -0.5283 0.0774 -1.3430 0.1 -0.6 0.8 0.156
H 2.1148 0.4571 -0.2070 -1.6 -1.3 -1.1 0.357
```
Positions in Å, forces in eV/Å.

Results
energy relative to the best compared isomer or geometry (same formula, charge and spin)	255.12	kJ/mol
orbital gap	7.40	eV
charge	-1



[4]
Formula: C5H4NO2P
Source: OMol25
Level of theory: ωB97M-V/def2-TZVPD

Structure (XYZ):
```
13
Properties=species:S:1:pos:R:3:forces:R:3:nbo_charge:R:1
O -3.1689 -0.3594 1.1659 -1.2 -0.1 1.9 -0.480
C -2.4732 0.0228 0.3366 -0.1 -0.5 0.1 0.802
N -1.9007 0.0879 -0.7112 0.8 -0.6 -1.6 -0.277
O -0.9202 0.8826 -1.1685 0.6 1.5 -0.5 -0.324
C 0.4107 0.6177 -0.7052 0.7 -0.2 0.2 -0.010
C 0.5593 0.5095 0.8260 -2.3 3.1 -0.8 -0.157
C 1.0246 -0.6275 1.2589 0.3 0.8 0.6 -0.571
P 1.6451 -1.6275 0.0124 0.4 -1.3 -3.2 0.714
C 1.0504 -0.6359 -1.2252 1.3 -1.7 -0.6 -0.636
H 0.9330 1.5315 -1.0812 -0.1 -0.7 0.3 0.237
H 0.1667 1.4128 1.3623 0.5 -1.1 0.0 0.220
H 1.3335 -0.8836 2.2121 -0.1 -0.1 2.2 0.232
H 1.3398 -0.9310 -2.2829 -0.9 0.9 1.3 0.250
```
Positions in Å, forces in eV/Å.

Results
structure (SMILES)	O=C=NO[C@H]1C=CP=C1
orbital gap	8.38	eV



[5]
Formula: C5H4NO2P
Source: OMol25
Level of theory: ωB97M-V/def2-TZVPD

Structure (XYZ):
```
13
Properties=species:S:1:pos:R:3:forces:R:3:lowdin_spin:R:1
C -1.4353 0.7680 -0.0718 0.5 -0.7 0.3 0.426
C -0.0745 1.0425 0.1181 4.8 0.7 -0.4 0.118
C -1.8701 -0.5568 -0.0832 1.5 -1.0 0.3 0.071
C -1.0036 -1.5639 0.0595 -2.3 -3.4 -0.2 0.321
C 0.8966 0.0622 0.1234 1.6 5.0 0.1 0.292
N 2.5971 0.5114 0.0006 -3.7 -1.4 0.4 0.007
O 2.8638 1.6666 0.0519 0.5 0.9 0.0 0.015
O 3.3280 -0.4405 -0.1384 0.0 0.4 0.0 0.008
P 0.7834 -1.6266 0.0036 0.9 -3.2 -0.3 0.715
H -2.0722 1.5569 -0.1361 -1.9 2.0 -0.2 0.028
H 0.3537 2.1136 0.1077 -1.0 -1.7 0.1 -0.002
H -2.8407 -0.9108 -0.1051 -2.2 0.3 -0.2 -0.005
H -1.5262 -2.6226 0.0697 1.3 2.1 0.1 0.006
```
Positions in Å, forces in eV/Å.

Results
2S+1	3
orbital gap (alpha / beta)	6.46 / 7.04	eV



[6]
Formula: C5H4NO3
Source: OMol25
Level of theory: ωB97M-V/def2-TZVPD

Structure (XYZ):
```
13
Properties=species:S:1:pos:R:3:forces:R:3:nbo_charge:R:1
O -3.9488 -0.4534 -0.9449 0.3 -0.1 -0.7 -0.565
C -2.9368 -0.0538 -0.4970 -1.1 -0.4 0.9 0.870
N -2.0981 0.3914 0.2173 1.5 0.8 -0.2 -0.560
C -0.6873 0.7305 0.2649 0.2 0.3 0.6 0.662
O -0.3113 1.8673 0.4283 -1.1 0.7 -0.5 -0.597
C 0.2440 -0.3819 0.2941 1.1 -2.2 1.2 0.160
O -0.0817 -1.5805 0.7071 -1.3 -0.9 -0.6 -0.905
C 1.4355 -0.1673 -0.7138 -1.6 -1.2 -3.7 -0.461
C 1.6314 0.0222 0.7232 0.0 -0.6 -1.4 -0.437
H 1.1140 0.6475 -1.4546 1.3 -1.0 1.2 0.198
H 1.6815 -1.2142 -1.1975 -0.3 2.4 1.0 0.213
H 2.1968 -0.7748 1.1118 0.3 -0.7 1.0 0.216
H 1.7609 0.9671 1.0611 0.7 2.8 1.1 0.204
```
Positions in Å, forces in eV/Å.

Results
energy relative to the best compared isomer or geometry (same formula, charge and spin)	239.96	kJ/mol
structure (SMILES)	O=C=NC(=O)C1([O-])CC1
orbital gap	6.13	eV
charge	-1



[7]
Formula: C5H4NPdS5Sb
Source: OMol25
Level of theory: ωB97M-V/def2-TZVPD

Structure (XYZ):
```
17
Properties=species:S:1:pos:R:3:forces:R:3:nbo_charge:R:1
Pd 0.0732 -1.5221 0.0001 0.0 0.3 0.0 0.487
S 2.4372 -0.8064 -0.0123 -0.1 0.1 0.0 -0.280
C 1.5850 0.6922 -0.0054 0.3 0.2 0.0 0.070
C 2.1555 1.9805 0.0000 0.0 0.0 0.0 -0.293
C 1.3300 3.0811 0.0045 0.0 0.0 0.0 -0.176
C -0.0578 2.9109 0.0023 0.0 0.1 0.0 -0.333
C -0.5522 1.6216 -0.0027 -0.1 -0.1 0.0 0.070
N 0.2425 0.5575 -0.0053 0.2 0.1 0.0 -0.491
H 3.2332 2.0726 0.0011 0.0 0.0 0.0 0.212
H 1.7550 4.0792 0.0098 0.0 0.0 0.0 0.193
H -0.7323 3.7561 0.0054 0.0 0.0 0.0 0.202
H -1.6155 1.4070 -0.0038 0.0 0.0 0.0 0.216
S -2.9170 -5.0344 -1.9046 -0.3 0.2 -0.1 -0.924
Sb -2.2183 -4.0712 0.0384 0.8 0.2 -0.3 1.380
S -2.1909 -1.5579 0.0522 -0.5 -1.1 0.1 -0.741
S 0.1694 -3.7661 -0.0071 -0.1 -0.3 0.0 -0.678
S -2.6969 -5.4005 1.8275 -0.3 0.3 0.3 -0.912
```
Positions in Å, forces in eV/Å.

Results
energy relative to the best compared isomer or geometry (same formula, charge and spin)	0.00	kJ/mol
orbital gap	5.69	eV
charge	-2



[8]
Formula: C5H4NRuSTe4
Source: OMol25
Level of theory: ωB97M-V/def2-TZVPD

Structure (XYZ):
```
16
Properties=species:S:1:pos:R:3:forces:R:3:lowdin_spin:R:1
Ru 0.1243 0.0385 0.0000 0.6 1.0 0.0 2.021
Te 2.7370 -0.2803 0.0000 0.5 0.7 0.0 0.383
Te 3.9966 2.1026 0.0000 -0.6 -0.5 0.0 0.479
Te 1.9865 3.8786 0.0000 0.2 0.3 0.0 0.247
Te -0.3261 2.5138 0.0000 0.3 0.3 0.0 0.542
S -2.1142 -0.2955 0.0000 0.0 -0.3 0.0 0.221
C -1.5047 -1.9502 0.0000 -0.8 -0.7 0.0 0.033
C -2.2647 -3.1106 0.0000 0.4 0.1 0.0 0.009
C -1.5848 -4.3214 0.0000 0.0 0.2 0.0 0.012
C -0.1946 -4.3272 0.0000 0.2 0.2 0.0 0.011
C 0.4920 -3.1224 0.0000 0.2 -0.5 0.0 0.014
N -0.1568 -1.9649 0.0000 -1.0 -0.4 0.0 0.026
H -3.3410 -3.0525 0.0000 -0.1 0.0 0.0 0.000
H -2.1387 -5.2492 0.0000 0.0 -0.1 0.0 0.000
H 0.3605 -5.2513 0.0000 0.0 -0.1 0.0 0.000
H 1.5761 -3.0679 0.0000 -0.1 -0.1 0.0 0.000
```
Positions in Å, forces in eV/Å.

Results
energy relative to the best compared isomer or geometry (same formula, charge and spin)	69.48	kJ/mol
2S+1	5
orbital gap (alpha / beta)	6.69 / 5.31	eV
charge	+1



[9]
Formula: C5H4O
Source: OMol25
Level of theory: ωB97M-V/def2-TZVPD

Structure (XYZ):
```
10
Properties=species:S:1:pos:R:3:forces:R:3:nbo_charge:R:1
C -0.5145 -1.7381 1.1324 0.5 -1.1 0.0 -0.507
C 0.2885 -0.9566 0.4650 0.0 1.3 -0.5 0.203
C 0.5936 0.0303 -0.3463 -0.2 -1.6 0.1 -0.262
C 0.8786 1.4254 -0.8022 0.6 2.1 0.6 -0.486
C -0.4747 0.8402 -0.8905 -0.9 -0.8 2.8 0.579
O -1.6581 0.8037 -0.6899 -0.1 1.1 -1.5 -0.480
H -0.6705 -2.7805 0.9224 0.4 -0.4 -0.7 0.228
H -0.9912 -1.5742 2.0749 -0.2 1.2 0.4 0.235
H 1.3200 1.6825 -1.7346 0.6 -0.7 -1.0 0.248
H 1.2285 2.2673 -0.1312 -0.9 -1.1 -0.1 0.242
```
Positions in Å, forces in eV/Å.

Results
energy relative to the best compared isomer or geometry (same formula, charge and spin)	359.55	kJ/mol
structure (SMILES)	C=C=C1CC1=O
orbital gap	8.54	eV



[10]
Formula: C5H4O
Source: OMol25
Level of theory: ωB97M-V/def2-TZVPD

Structure (XYZ):
```
10
Properties=species:S:1:pos:R:3:forces:R:3:nbo_charge:R:1
C 0.3326 1.5199 1.4704 0.7 -3.4 -1.8 -0.217
C 0.6687 0.5645 0.6540 -1.4 8.7 7.6 -0.133
C 1.0078 -0.6872 0.0938 -1.1 0.9 0.1 0.443
O 2.0048 -1.2009 0.4791 1.4 -2.0 -0.3 -0.468
C -0.1081 -0.9869 -0.8060 2.9 -4.7 0.3 -0.306
C -0.9333 -0.0307 -0.9906 -3.7 2.4 -0.6 -0.324
H -0.1070 2.2887 2.3276 1.6 -2.4 -3.1 0.293
H -0.2122 -2.0414 -1.1791 0.2 1.4 -0.2 0.231
H -1.6629 -0.3407 -1.7286 -0.7 0.9 0.1 0.212
H -0.9903 0.9146 -0.3205 0.1 -1.8 -2.1 0.269
```
Positions in Å, forces in eV/Å.

Results
energy relative to the best compared isomer or geometry (same formula, charge and spin)	350.87	kJ/mol
structure (SMILES)	C#CC(=O)C=C
orbital gap	9.65	eV



Energy list, top to bottom, in a.u.: -562.24728, -1208.17286, -398.10465, -739.35337, -739.24229, -473.37672, -2606.92596, -1812.61086, -267.97539, -267.97870
Largest force on an atom list, top to bottom, in eV Å⁻¹: 3.379, 3.481, 4.971, 3.900, 5.201, 4.198, 1.175, 1.165, 3.013, 11.685